No. 1
The following is a DFT calculation (ωB97M-V/def2-TZVPD) of the molecule C17H20N4O7 in a non-equilibrium geometry.

Structure (XYZ):
```
48
Properties=species:S:1:pos:R:3
C 4.009 -1.426 3.975
C 2.593 -0.995 3.897
C 2.202 0.029 3.042
N 0.857 0.366 2.946
C 0.525 1.495 2.110
C -0.306 2.553 2.793
C -1.742 2.432 2.187
O -2.735 2.043 3.141
C -1.563 1.388 1.074
C -2.017 1.891 -0.312
N -1.561 0.978 -1.327
C -1.874 1.052 -2.684
O -2.749 1.819 -3.017
C -1.206 0.081 -3.562
C -0.882 0.396 -4.860
C -0.317 -0.628 -5.796
C 0.509 -1.759 -5.096
N 0.647 -2.884 -6.029
O 1.732 -3.002 -6.599
O -0.331 -3.585 -6.205
C -0.135 -2.195 -3.797
C -0.960 -1.308 -3.113
O -0.196 0.998 0.998
C -0.073 -0.336 3.746
O -1.279 -0.164 3.827
N 0.322 -1.260 4.657
C 1.596 -1.666 4.701
O 1.872 -2.609 5.433
H 4.143 -2.465 3.580
H 4.325 -1.333 5.032
H 4.669 -0.805 3.336
H 2.948 0.452 2.372
H 1.452 1.983 1.765
H -0.297 2.389 3.855
H 0.103 3.542 2.616
H -2.006 3.399 1.742
H -2.459 1.190 3.581
H -2.198 0.543 1.321
H -3.129 1.902 -0.305
H -1.632 2.882 -0.513
H -0.742 0.446 -1.108
H -1.089 1.391 -5.206
H 0.335 -0.128 -6.536
H -1.164 -1.057 -6.357
H 1.485 -1.368 -4.856
H 0.098 -3.176 -3.413
H -1.443 -1.719 -2.205
H -0.336 -1.774 5.166
```

* structure (SMILES): Cc1cn([C@@H]2C[C@H](O)[C@@H](CNC(=O)C3=CC[C@H]([N+](=O)[O-])C=C3)O2)c(=O)[nH]c1=O
* Kohn-Sham gap: 8.986 eV
* E_LUMO: -0.13 eV
* total charge: 0
* energy above the lowest of the compared OMol25 structures with the same formula, charge and spin: 73.78 kcal/mol



No. 2
The following is a DFT calculation (ωB97M-V/def2-TZVPD) of the molecule C17H20N4O7S in a non-equilibrium geometry.

Structure (XYZ):
```
49
Properties=species:S:1:pos:R:3
C -3.128 -3.124 -1.379
C -2.660 -1.678 -1.261
N -2.670 -1.215 0.113
C -3.954 -1.048 0.773
C -4.827 0.046 0.166
S -1.599 0.040 0.377
O -1.593 0.989 -0.712
O -1.833 0.548 1.696
C 0.003 -0.749 0.374
C 0.802 -0.686 -0.753
C 2.128 -1.066 -0.674
C 2.664 -1.446 0.554
N 4.035 -1.677 0.694
C 5.092 -0.904 0.319
O 6.224 -1.285 0.508
C 4.839 0.453 -0.331
O 3.665 1.103 0.129
C 2.911 1.710 -0.790
O 3.207 1.769 -1.963
C 1.664 2.287 -0.252
C 0.861 2.962 -1.118
N -0.306 3.508 -0.749
C -0.849 3.336 0.525
O -1.918 3.790 0.823
N -0.013 2.680 1.389
C 1.209 2.069 1.120
O 1.770 1.435 1.981
C 1.827 -1.602 1.658
C 0.497 -1.245 1.567
H -2.585 -3.749 -0.676
H -4.192 -3.210 -1.174
H -2.943 -3.484 -2.387
H -3.261 -1.026 -1.907
H -1.622 -1.606 -1.590
H -4.467 -2.013 0.763
H -3.715 -0.789 1.805
H -4.268 0.979 0.138
H -5.140 -0.210 -0.843
H -5.715 0.187 0.777
H 0.392 -0.297 -1.673
H 2.757 -1.019 -1.550
H 4.303 -2.430 1.318
H 4.796 0.343 -1.424
H 5.709 1.076 -0.093
H 1.171 3.086 -2.148
H -0.926 3.924 -1.431
H -0.425 2.455 2.291
H 2.238 -1.935 2.598
H -0.155 -1.283 2.424
```

* structure (SMILES): CCN(CC)S(=O)(=O)c1ccc(NC(=O)COC(=O)c2c[nH]c(=O)[nH]c2=O)cc1
* Kohn-Sham gap: 9.280 eV
* E_LUMO: 0.17 eV
* total charge: 0
* energy above the lowest of the compared OMol25 structures with the same formula, charge and spin: 0.00 kcal/mol



No. 3
The following is a DFT calculation (ωB97M-V/def2-TZVPD) of the molecule C17H20N4OS in a non-equilibrium geometry.

Structure (XYZ):
```
43
Properties=species:S:1:pos:R:3
C 5.191 1.338 -1.404
C 5.088 1.238 0.114
C 6.476 1.260 0.749
C 4.352 -0.045 0.521
C 2.927 -0.049 0.109
N 2.221 0.996 -0.127
N 0.957 0.746 -0.462
C 0.684 -0.516 -0.480
N -0.555 -1.011 -0.773
C -0.895 -2.321 -0.537
O -0.063 -3.144 -0.230
C -2.373 -2.587 -0.654
C -3.078 -2.141 0.648
C -2.814 -0.703 0.947
C -1.978 -0.201 1.904
N -1.907 1.160 1.803
C -2.685 1.571 0.762
C -2.924 2.843 0.257
C -3.773 2.953 -0.822
C -4.381 1.827 -1.387
C -4.150 0.564 -0.893
C -3.286 0.420 0.195
S 2.022 -1.556 -0.065
H 5.712 2.249 -1.689
H 4.200 1.358 -1.848
H 5.740 0.488 -1.807
H 4.508 2.090 0.480
H 7.003 2.170 0.474
H 6.408 1.220 1.834
H 7.063 0.409 0.410
H 4.849 -0.916 0.088
H 4.391 -0.156 1.610
H -1.271 -0.322 -0.969
H -2.527 -3.655 -0.803
H -2.783 -2.038 -1.502
H -4.151 -2.313 0.532
H -2.718 -2.756 1.475
H -1.428 -0.727 2.660
H -1.330 1.757 2.370
H -2.456 3.711 0.696
H -3.979 3.926 -1.241
H -5.046 1.959 -2.227
H -4.633 -0.298 -1.331
```

* structure (SMILES): CC(C)Cc1nnc(NC(=O)CCc2c[nH]c3ccccc23)s1
* Kohn-Sham gap: 8.850 eV
* E_LUMO: 0.73 eV
* total charge: 0
* energy above the lowest of the compared OMol25 structures with the same formula, charge and spin: 1.51 kcal/mol



No. 4
The following is a DFT calculation (ωB97M-V/def2-TZVPD) of a structure of composition C17H20N5PtSi in a non-equilibrium geometry.

Structure (XYZ):
```
44
Properties=species:S:1:pos:R:3
Pt 0.161 0.021 0.165
N -0.165 4.285 -0.202
C -0.474 3.054 0.091
N 0.333 2.026 -0.177
C 1.546 2.262 -0.840
N 2.290 1.245 -1.187
N 1.746 0.052 -0.876
C 2.192 -1.101 -1.224
C 1.440 -2.289 -0.796
C 1.839 -3.572 -1.045
C 0.997 -4.622 -0.641
C -0.199 -4.324 -0.025
C -0.530 -2.992 0.224
N 0.273 -1.999 -0.148
C 1.955 3.611 -1.099
C 3.200 3.928 -1.669
C 3.535 5.246 -1.863
C 2.647 6.265 -1.495
C 1.408 5.976 -0.955
C 1.077 4.645 -0.762
H -0.851 5.013 -0.030
H -1.437 2.866 0.548
H 3.076 -1.143 -1.855
H 2.782 -3.768 -1.540
H 1.284 -5.649 -0.822
H -0.894 -5.103 0.260
H -1.464 -2.723 0.699
H 3.878 3.133 -1.947
H 4.489 5.502 -2.303
H 2.936 7.299 -1.629
H 0.719 6.768 -0.687
C -1.729 -0.104 2.838
Si 0.097 -0.046 2.715
C 0.949 1.508 3.147
C 1.084 -1.528 3.100
H -1.845 -0.065 3.937
H -2.196 -1.021 2.481
H -2.258 0.754 2.421
H 1.163 1.457 4.224
H 0.360 2.412 2.983
H 1.911 1.595 2.639
H 1.279 -1.503 4.181
H 2.056 -1.493 2.605
H 0.590 -2.475 2.885
```

* Kohn-Sham gap: 5.801 eV
* E_LUMO: -12.15 eV
* total charge: +3
* energy above the lowest of the compared OMol25 structures with the same formula, charge and spin: 11.83 kcal/mol



No. 5
The following is a DFT calculation (ωB97M-V/def2-TZVPD) of the molecule C17H20N6O2S2 in a non-equilibrium geometry.

Structure (XYZ):
```
47
Properties=species:S:1:pos:R:3
C 0.572 -5.258 3.541
C -0.296 -5.100 2.293
N 0.563 -4.495 1.166
C 0.473 -4.909 -0.258
C -0.510 -4.098 -1.085
C -1.856 -4.164 -0.466
N -2.967 -4.414 -0.139
C 0.786 -3.138 1.228
C 2.183 -2.749 1.082
C 2.546 -1.421 1.126
C 1.507 -0.449 1.296
N 1.977 0.898 1.455
N 1.080 1.712 1.879
C 1.346 2.953 1.883
N 0.347 3.568 1.380
C 0.745 4.881 1.315
S -0.438 6.007 0.576
C -0.764 5.137 -1.037
C -1.517 6.086 -1.992
C -1.411 5.655 -3.429
O -0.928 6.554 -4.230
O -1.751 4.324 -3.766
C -1.816 4.090 -5.139
N 1.966 5.184 1.715
S 2.762 3.868 2.360
C 0.153 -0.848 1.507
C -0.159 -2.170 1.432
H 0.035 -5.832 4.295
H 1.520 -5.819 3.311
H 0.828 -4.243 3.948
H -1.141 -4.440 2.355
H -0.793 -6.007 1.915
H 0.204 -6.001 -0.273
H 1.448 -4.880 -0.824
H -0.140 -3.110 -1.342
H -0.783 -4.608 -2.013
H 2.978 -3.449 0.985
H 3.616 -1.153 1.306
H -1.414 4.200 -0.875
H 0.182 4.799 -1.417
H -2.582 6.211 -1.657
H -1.056 7.030 -1.866
H -2.606 3.410 -5.321
H -2.100 4.981 -5.713
H -0.917 3.609 -5.519
H -0.586 0.004 1.561
H -1.285 -2.408 1.451
```

* structure (SMILES): CCN(CCC#N)c1ccc(/N=N/c2nc(SCCC(=O)OC)ns2)cc1
* Kohn-Sham gap: 7.335 eV
* E_LUMO: -1.21 eV
* total charge: 0
* energy above the lowest of the compared OMol25 structures with the same formula, charge and spin: 139.54 kcal/mol



No. 6
The following is a DFT calculation (ωB97M-V/def2-TZVPD) of the molecule C17H20N6O2S2 in a non-equilibrium geometry.

Structure (XYZ):
```
47
Properties=species:S:1:pos:R:3
C -1.798 -3.501 1.431
C -0.688 -3.510 0.384
N -0.355 -2.176 -0.037
C -0.996 -1.363 -0.927
C -2.247 -1.690 -1.647
C -3.435 -1.016 -0.934
O -4.382 -1.654 -0.534
N -3.255 0.319 -0.831
C -4.094 1.276 -0.249
C -5.380 0.985 0.192
C -6.158 1.988 0.742
C -5.671 3.278 0.857
C -4.389 3.568 0.418
C -3.603 2.575 -0.133
N -0.393 -0.205 -0.991
N 0.657 -0.225 -0.154
C 0.674 -1.401 0.411
S 1.849 -1.949 1.568
C 3.187 -0.849 1.035
C 3.571 -1.189 -0.386
O 3.092 -2.108 -1.004
N 4.513 -0.394 -0.989
C 5.262 0.677 -0.587
N 6.059 1.235 -1.387
C 6.802 2.332 -0.861
C 6.441 2.581 0.625
S 5.194 1.333 1.071
H -2.004 -4.518 1.751
H -1.491 -2.918 2.297
H -2.712 -3.072 1.025
H 0.221 -3.955 0.797
H -0.994 -4.086 -0.494
H -2.424 -2.764 -1.681
H -2.192 -1.297 -2.664
H -2.343 0.665 -1.122
H -5.761 -0.019 0.105
H -7.156 1.755 1.082
H -6.285 4.055 1.287
H -4.000 4.572 0.505
H -2.602 2.797 -0.474
H 2.825 0.177 1.104
H 4.019 -1.001 1.722
H 4.694 -0.650 -1.957
H 6.584 3.215 -1.469
H 7.867 2.105 -0.971
H 7.296 2.456 1.287
H 6.003 3.565 0.786
```

* structure (SMILES): CCn1c(CC(=O)Nc2ccccc2)nnc1SCC(=O)NC1=NCCS1
* Kohn-Sham gap: 8.809 eV
* E_LUMO: 0.45 eV
* total charge: 0
* energy above the lowest of the compared OMol25 structures with the same formula, charge and spin: 0.00 kcal/mol



No. 7
The following is a DFT calculation (ωB97M-V/def2-TZVPD) of a cluster of 2 separate species, C17H20NO3 in total in a non-equilibrium geometry.

Structure (XYZ):
```
41
Properties=species:S:1:pos:R:3
C 2.069 -1.087 3.446
C 0.701 -0.559 3.280
C -0.445 -1.249 2.993
C -1.684 -0.423 3.312
C -1.136 1.009 3.495
C 0.380 0.876 3.495
O 1.165 1.783 3.640
H 2.772 -0.251 3.512
H 2.180 -1.680 4.370
H 2.337 -1.737 2.601
H -0.505 -2.352 2.880
H -2.493 -0.459 2.566
H -2.100 -0.754 4.285
H -1.441 1.637 2.652
H -1.490 1.490 4.420
C -5.226 -0.646 -0.167
C -4.198 -1.749 -0.198
O -2.977 -1.220 -0.757
C -1.955 -2.105 -0.706
C -0.660 -1.442 -0.895
N 0.357 -2.161 -1.254
C 1.495 -1.707 -1.652
C 2.637 -2.553 -1.933
C 3.979 -2.085 -1.783
C 5.037 -2.973 -1.953
C 4.795 -4.320 -2.305
C 3.471 -4.778 -2.460
C 2.391 -3.910 -2.254
O -2.116 -3.312 -0.577
H -6.052 -0.930 0.477
H -4.805 0.283 0.207
H -5.631 -0.460 -1.159
H -3.981 -2.089 0.824
H -4.560 -2.604 -0.781
H -0.705 -0.428 -1.240
H 1.649 -0.616 -1.726
H 4.144 -1.031 -1.502
H 6.071 -2.630 -1.815
H 5.637 -5.007 -2.458
H 3.272 -5.817 -2.737
H 1.350 -4.238 -2.331
```

* Kohn-Sham gap: 5.575 eV
* E_LUMO: 3.03 eV
* total charge: -1
* energy above the lowest of the compared OMol25 structures with the same formula, charge and spin: 4.24 kcal/mol



No. 8
The following is a DFT calculation (ωB97M-V/def2-TZVPD) of a structure of composition C17H21B3Br38O4 in a non-equilibrium geometry.

Structure (XYZ):
```
83
Properties=species:S:1:pos:R:3
C 6.842 -3.793 3.992
O 7.066 -2.651 3.190
C 6.149 -2.560 2.114
B 5.094 -1.397 2.341
O 4.702 -0.545 1.293
B 3.377 -0.922 1.059
O 2.500 -0.801 2.141
B 3.097 -1.384 3.270
C 2.178 -2.322 4.159
Br 1.909 -1.907 6.034
C 1.595 -3.380 3.634
C 1.745 -3.845 2.194
Br 0.447 -4.506 4.746
O 4.436 -1.157 3.563
H 7.559 -4.594 3.741
H 5.801 -4.154 3.960
H 7.087 -3.493 5.022
H 6.671 -2.359 1.163
H 5.584 -3.503 1.960
H 3.042 -1.380 0.020
H 1.786 -4.942 2.222
H 0.887 -3.522 1.593
H 2.669 -3.516 1.706
C -1.483 -0.098 3.026
Br -2.966 -0.448 1.831
Br -2.073 0.708 4.676
Br -0.408 -1.678 3.341
H -0.845 0.623 2.531
C -5.186 0.104 -1.175
Br -6.195 -0.686 0.269
Br -5.117 -1.041 -2.721
Br -5.818 1.873 -1.631
H -4.171 0.213 -0.822
C -3.784 3.864 1.001
Br -1.917 3.674 1.465
Br -4.908 2.719 2.065
Br -4.363 5.701 1.075
H -3.890 3.540 -0.027
C -1.154 0.164 -3.504
Br -2.548 0.891 -4.621
Br 0.401 1.303 -3.479
Br -1.778 -0.224 -1.716
H -0.851 -0.776 -3.944
C 3.362 -7.503 4.429
Br 4.377 -9.140 4.525
Br 4.522 -5.954 4.416
Br 2.142 -7.506 2.935
H 2.763 -7.445 5.327
C -4.951 8.499 4.546
Br -3.897 6.883 4.593
Br -3.839 10.077 4.543
Br -6.206 8.506 3.075
H -5.534 8.524 5.456
C 8.154 -10.691 2.986
Br 10.005 -10.902 3.487
Br 6.990 -11.786 4.070
Br 7.613 -8.841 3.006
H 8.059 -11.039 1.967
C 3.749 3.930 -4.631
Br 3.423 2.604 -5.995
Br 2.673 5.511 -4.893
Br 3.525 3.197 -2.859
H 4.783 4.231 -4.720
C 2.142 -1.162 -6.393
Br 1.540 -2.027 -4.775
Br 4.003 -0.664 -6.287
Br 1.776 -2.233 -7.955
H 1.573 -0.247 -6.494
C -7.756 5.327 -1.245
Br -7.350 6.880 -0.178
Br -9.656 5.037 -1.395
Br -6.903 5.400 -2.975
H -7.344 4.471 -0.727
C -5.753 1.515 -6.784
Br -5.419 3.017 -5.618
Br -7.639 1.267 -7.104
Br -4.757 1.653 -8.430
H -5.399 0.631 -6.271
C -5.676 8.354 -5.299
Br -5.669 9.542 -6.819
Br -4.007 7.398 -5.128
Br -6.140 9.276 -3.670
H -6.446 7.616 -5.476
```

* Kohn-Sham gap: 8.966 eV
* E_LUMO: -0.34 eV
* total charge: 0



Repeat the fourth record exactly.
The following is a DFT calculation (ωB97M-V/def2-TZVPD) of a structure of composition C17H20N5PtSi in a non-equilibrium geometry.

Structure (XYZ):
```
44
Properties=species:S:1:pos:R:3
Pt 0.161 0.021 0.165
N -0.165 4.285 -0.202
C -0.474 3.054 0.091
N 0.333 2.026 -0.177
C 1.546 2.262 -0.840
N 2.290 1.245 -1.187
N 1.746 0.052 -0.876
C 2.192 -1.101 -1.224
C 1.440 -2.289 -0.796
C 1.839 -3.572 -1.045
C 0.997 -4.622 -0.641
C -0.199 -4.324 -0.025
C -0.530 -2.992 0.224
N 0.273 -1.999 -0.148
C 1.955 3.611 -1.099
C 3.200 3.928 -1.669
C 3.535 5.246 -1.863
C 2.647 6.265 -1.495
C 1.408 5.976 -0.955
C 1.077 4.645 -0.762
H -0.851 5.013 -0.030
H -1.437 2.866 0.548
H 3.076 -1.143 -1.855
H 2.782 -3.768 -1.540
H 1.284 -5.649 -0.822
H -0.894 -5.103 0.260
H -1.464 -2.723 0.699
H 3.878 3.133 -1.947
H 4.489 5.502 -2.303
H 2.936 7.299 -1.629
H 0.719 6.768 -0.687
C -1.729 -0.104 2.838
Si 0.097 -0.046 2.715
C 0.949 1.508 3.147
C 1.084 -1.528 3.100
H -1.845 -0.065 3.937
H -2.196 -1.021 2.481
H -2.258 0.754 2.421
H 1.163 1.457 4.224
H 0.360 2.412 2.983
H 1.911 1.595 2.639
H 1.279 -1.503 4.181
H 2.056 -1.493 2.605
H 0.590 -2.475 2.885
```

* Kohn-Sham gap: 5.801 eV
* E_LUMO: -12.15 eV
* total charge: +3
* energy above the lowest of the compared OMol25 structures with the same formula, charge and spin: 11.83 kcal/mol